127
Properties=species:S:1:pos:R:3:forces:R:3 method="wB97M-V/def2-TZVPD" lumo_ev="-7.8 / -10.7" max_force_ev_per_a=3.49 e_tot_ha=-5758.41102 spin_multiplicity=3 gap_ha="0.2123 / 0.1074" total_charge=+3
Cu -3.1357 -2.1946 -1.0615 1.8411 -0.6556 -0.0822
Cu -4.3204 0.2012 2.5396 0.9719 0.5011 0.2543
O -0.2450 -0.5729 1.7859 -0.7739 0.1554 -0.5329
C -1.5362 -0.8230 1.4802 -1.3890 -0.5088 0.8771
O -1.8130 -1.3531 0.3648 -0.1489 -0.1672 -1.2681
O -2.3642 -0.5851 2.3986 -0.4957 0.3918 -0.5439
H -0.3480 -0.2000 2.6767 0.4302 -0.0829 0.0508
C -2.3225 -4.9436 0.5680 0.7680 0.2713 0.2100
O -2.2454 -4.0850 -0.5876 0.2400 -0.7125 0.0957
C -0.9873 -4.1624 -1.2610 -0.6878 -0.8001 -0.9543
C -1.2736 -3.8324 -2.7206 1.1486 0.8405 0.2853
N -1.9509 -2.5030 -2.7847 -0.4012 0.3462 -0.7531
C -2.9333 -2.3624 -3.8976 -0.4405 0.5468 0.8412
C -4.0814 -3.3432 -3.7011 0.3456 0.2232 -1.5443
O -4.4085 -3.4913 -2.3214 0.4933 1.0692 0.6819
C -5.7927 -3.8603 -2.1399 -0.4916 -0.2290 -0.6848
H -3.3175 -4.8238 0.9816 0.0856 -0.0463 0.2086
H -1.5164 -4.6568 1.2486 -0.3724 0.2745 0.3656
H -2.1043 -5.9894 0.3441 -0.3860 0.0284 -0.5186
H -0.6100 -5.1873 -1.2877 -0.0177 -0.0566 0.4626
H -0.2347 -3.5172 -0.8095 -0.1832 0.2026 0.0217
H -1.7873 -4.5807 -3.3160 -0.3929 -0.1321 0.4945
H -0.2961 -3.7050 -3.1958 -0.0426 -0.0641 -0.1041
H -1.2302 -1.8606 -3.1138 0.0461 0.4510 1.1498
H -2.4195 -2.3570 -4.8623 -0.1788 -0.8072 -0.0798
H -3.3066 -1.3324 -3.8583 -0.1019 -0.0444 0.3008
H -3.8273 -4.3032 -4.1526 -0.1384 -0.2456 0.3461
H -4.9053 -2.9378 -4.2928 -0.2975 -0.1444 0.2812
H -6.0308 -4.1902 -1.1326 0.5099 0.2697 0.1903
H -5.9950 -4.7064 -2.7983 -0.0198 0.0300 -0.0076
H -6.4176 -3.0206 -2.4434 -0.1068 -0.0390 0.1304
C -1.4522 4.2742 -9.4186 0.0088 1.0624 -0.1391
O -0.9038 4.4991 -8.1281 -0.6470 -1.0643 0.0228
C -1.1070 3.3713 -7.2798 0.7371 0.3711 -0.3005
C -0.1343 3.6065 -6.1268 0.7501 -0.7056 0.2515
N -0.3691 2.7775 -4.9373 -0.8242 0.2870 -0.8063
C -1.4653 3.3246 -4.1650 0.2248 -0.6919 0.9197
C -1.6329 2.5067 -2.8667 -0.0593 0.5029 -0.2427
O -0.3582 2.1342 -2.3778 0.2792 -0.6406 0.1738
C -0.5021 1.1625 -1.3662 0.1534 0.4045 0.1056
H -2.5129 4.0107 -9.3923 -0.0382 -0.0476 0.1835
H -0.9219 3.5355 -10.0245 0.2083 -0.1532 0.2867
H -1.3559 5.2470 -9.9001 -0.1229 -0.1544 -0.2771
H -0.8820 2.4644 -7.8495 0.3206 -0.1632 0.1648
H -2.1505 3.2359 -6.9767 -0.1402 0.4533 0.1723
H -0.1000 4.6782 -5.9021 -0.3293 0.0628 0.0692
H 0.8797 3.3681 -6.4542 -0.0970 0.0047 -0.2943
H 0.4632 2.6346 -4.3885 -0.0020 0.2562 0.0782
H -2.3719 3.2354 -4.7638 -0.1258 0.1172 0.1488
H -1.3435 4.3838 -3.9030 0.1465 0.0518 -0.0718
H -2.2546 1.6143 -3.0280 0.1372 -0.1301 -0.1782
H -2.1311 3.0988 -2.0866 -0.1588 0.0543 -0.1262
H -1.0994 1.6095 -0.5725 -0.3823 -0.3502 0.2919
H 0.4327 0.8426 -0.9066 0.3240 0.4200 -0.3623
H -0.9538 0.2450 -1.7525 -0.3997 -0.0265 -0.0396
C 4.9663 -3.5901 -2.1821 -0.1920 0.6265 -0.3008
O 3.9050 -3.3177 -1.2734 0.1003 -0.2886 0.0640
C 3.5375 -4.4812 -0.5916 -0.6379 -0.6851 1.1045
C 2.4850 -4.2165 0.4873 0.3460 0.8597 -0.7637
N 2.8838 -3.2246 1.4845 0.2534 -0.4036 -0.0640
C 1.8018 -2.9614 2.3989 -1.7972 -0.0872 0.3955
C 1.4010 -4.1340 3.3048 0.3876 0.2462 0.3141
O 0.3293 -3.6941 4.1136 -0.3747 0.3626 -0.4104
C -0.3275 -4.7612 4.7724 1.0364 0.1713 0.5967
H 4.7324 -4.4017 -2.8775 -0.0830 -0.2039 0.2514
H 5.8891 -3.8003 -1.6401 0.0512 -0.0584 -0.0809
H 5.0660 -2.6959 -2.7969 0.2528 0.0246 0.1458
H 4.3456 -5.0040 -0.0628 0.4948 0.3748 -0.3586
H 3.0984 -5.2181 -1.2779 0.0668 0.0131 -0.1415
H 2.3019 -5.1790 0.9589 -0.3253 0.0262 -0.0198
H 1.6005 -3.8036 -0.0305 -0.2619 -0.5315 0.1251
H 3.1520 -2.4013 0.9586 0.0399 0.1606 0.2809
H 0.8212 -2.7573 1.9307 0.1677 -0.0737 -0.7744
H 1.8604 -2.0501 2.9942 0.9738 -0.1849 0.1871
H 2.2101 -4.4673 3.9633 0.1709 -0.1500 -0.2306
H 1.0501 -4.9657 2.6848 0.1753 -0.1876 0.0341
H -0.7696 -5.4691 4.0668 -0.2633 0.0812 0.0429
H -1.0200 -4.3223 5.4860 -0.3617 -0.0855 -0.3193
H 0.4146 -5.2923 5.3821 -0.1165 -0.2477 -0.0870
C -1.3404 6.0992 3.0004 -1.3195 0.4886 -0.5462
O -1.8093 4.7579 2.9176 -0.1031 0.3491 0.3035
C -2.4277 4.4522 1.6962 0.7968 -1.7197 -0.2311
C -2.5974 2.9113 1.7450 -0.7887 0.1309 -0.3289
N -3.5493 2.4273 2.7555 -0.5260 0.2803 0.2305
C -4.8555 3.0986 2.6377 -0.6159 1.7824 0.6635
C -5.9966 2.4869 3.4517 0.3315 -0.5260 -0.7790
O -6.1199 1.1313 2.9618 0.0628 -0.4123 0.3698
C -7.1864 0.4136 3.6177 0.4193 0.1637 0.1349
H -2.1239 6.7981 2.6719 -0.0329 -0.1805 -0.3299
H -0.5060 6.2203 2.3104 0.4114 0.2113 0.4982
H -1.2391 6.4089 4.0372 0.8467 -0.4989 0.0346
H -1.7801 4.5904 0.8206 0.2240 0.5111 0.1308
H -3.3435 5.0161 1.5176 -0.1440 -0.0036 0.1256
H -1.6551 2.4343 2.0169 0.2021 0.2790 -0.2710
H -2.9221 2.5174 0.7792 0.0772 0.1518 -0.1552
H -3.1164 2.7997 3.6024 -0.3709 -0.5104 0.3236
H -5.1661 3.2882 1.6075 0.1097 -0.8741 -0.2240
H -4.7743 4.1421 2.9690 0.0498 -0.0458 0.3419
H -6.9668 2.9659 3.3014 0.1965 0.3107 -0.4142
H -5.8612 2.5204 4.5364 0.4869 -0.3306 -0.0128
H -8.1481 0.8620 3.3685 0.0029 -0.0957 -0.1175
H -7.0305 0.4744 4.6967 -0.0953 -0.1417 0.0068
H -7.1088 -0.6181 3.2866 -0.2507 0.0173 0.0172
C 8.9762 0.5643 0.6578 -0.8511 -0.6786 -0.9531
O 7.9479 1.4697 1.0511 0.1294 1.0244 0.3095
C 8.3299 2.2523 2.1633 -0.2539 -1.2585 -0.5657
C 7.2622 3.3387 2.3750 -0.4358 1.8153 -0.7212
N 5.9583 2.8746 2.8249 2.7645 -2.1323 0.0685
C 5.9539 2.2723 4.1384 -2.0096 1.1200 1.5709
C 4.5566 1.7992 4.5098 -0.5196 -1.1353 -0.0597
O 4.2119 0.7498 3.6101 -0.5354 0.7607 0.0898
C 2.8094 0.5617 3.5458 -0.6682 -0.2231 -1.7303
H 9.9335 0.9968 0.3575 0.0137 0.4152 0.7221
H 8.6021 0.1536 -0.2828 -0.0324 -0.3131 0.2446
H 9.0280 -0.2221 1.4124 0.5202 -0.0229 -0.1101
H 9.2936 2.7256 1.9699 -0.0317 0.3102 0.1975
H 8.4121 1.5750 3.0194 0.1080 0.3275 0.3634
H 7.1331 3.8427 1.4138 -0.1411 -0.3157 -0.1521
H 7.6415 4.1406 3.0098 -0.0428 -0.3860 0.5711
H 5.5035 2.2803 2.1212 -0.6313 0.4389 0.0275
H 6.1551 3.0126 4.9214 0.6569 0.2479 -0.3841
H 6.7213 1.4985 4.2280 0.0165 -0.1590 -0.3720
H 3.8175 2.6101 4.4976 0.2228 0.1990 -0.5431
H 4.4448 1.4217 5.5335 0.7606 0.0496 0.0537
H 2.5932 -0.0225 2.6464 0.4365 -0.6392 0.3377
H 2.2473 1.4507 3.2281 0.3505 0.5797 0.8130
H 2.3398 0.0834 4.4047 0.3222 0.0932 0.2554